(1)
The following is a quantum chemistry calculation of a molecular structure, C56H53N2O6P2Pd, from the OMol25 dataset.

Calculated total energy in Ha: -3537.1509
E_LUMO in eV: -4.017
Orbital gap in eV: 6.01

```
! RIJCOSX wB97M-V def2-TZVPD def2/J DEFGRID3
* xyz 1 1
C -0.57 4.45 4.90
C -1.82 4.59 4.30
C -2.52 3.46 3.88
C -1.91 2.22 4.05
O -2.50 1.10 3.39
P -2.49 0.97 1.77
O -3.44 -0.34 1.57
C -4.05 -1.14 2.54
C -5.44 -1.25 2.50
C -6.07 -1.95 3.52
C -5.31 -2.56 4.52
C -3.92 -2.48 4.51
C -3.27 -1.77 3.50
O -3.47 2.17 1.28
C -4.56 2.13 0.41
C -5.57 3.04 0.71
C -6.75 2.98 -0.02
C -6.89 2.05 -1.05
C -5.84 1.19 -1.37
C -4.64 1.23 -0.64
Pd -0.50 1.18 0.76
P 1.41 0.66 1.84
O 1.87 1.96 2.72
C 2.99 2.16 3.53
C 3.70 3.34 3.38
C 4.90 3.48 4.07
C 5.32 2.48 4.94
C 4.55 1.34 5.15
C 3.34 1.19 4.47
O 1.44 -0.62 2.86
C 2.19 -1.80 2.69
C 2.96 -2.21 3.77
C 3.95 -3.17 3.54
C 4.08 -3.75 2.28
C 3.21 -3.40 1.25
C 2.23 -2.42 1.45
O 2.74 0.36 0.95
C 3.78 1.24 0.62
C 5.08 0.82 0.90
C 6.11 1.74 0.73
C 5.84 3.02 0.23
C 4.54 3.38 -0.11
C 3.49 2.48 0.05
C -0.15 1.61 -1.29
C -0.92 2.89 -1.43
C -0.46 4.06 -0.80
C -1.20 5.24 -0.84
C -2.41 5.29 -1.53
C -2.86 4.15 -2.19
C -2.10 2.97 -2.20
C -0.63 0.30 -1.76
C 0.17 -0.84 -1.89
C -0.68 2.05 4.67
C -0.01 3.19 5.10
H -0.02 5.34 5.23
H -2.26 5.57 4.16
H -3.49 3.54 3.40
H -5.98 -0.75 1.69
H -7.16 -2.02 3.51
H -5.82 -3.10 5.33
H -3.33 -2.96 5.29
H -2.18 -1.71 3.45
H -5.40 3.75 1.52
H -7.56 3.67 0.23
H -7.82 2.00 -1.61
H -5.94 0.48 -2.19
H -3.81 0.58 -0.91
H 3.30 4.10 2.70
H 5.48 4.39 3.92
H 6.26 2.61 5.48
H 4.86 0.56 5.84
H 2.68 0.35 4.65
H 2.82 -1.75 4.75
H 4.61 -3.45 4.36
H 4.87 -4.49 2.10
H 3.30 -3.87 0.27
H 1.53 -2.15 0.67
H 5.24 -0.19 1.27
H 7.13 1.44 0.98
H 6.66 3.73 0.12
H 4.33 4.37 -0.52
H 2.46 2.72 -0.23
H 0.92 1.74 -1.39
H 0.47 4.01 -0.22
H -0.83 6.14 -0.32
H -2.99 6.22 -1.56
H -3.82 4.17 -2.73
H -2.44 2.10 -2.75
H -1.69 0.24 -2.03
H 1.23 -0.71 -1.67
H -0.28 -1.79 -1.65
H -0.26 1.05 4.77
H 0.96 3.07 5.59
C -0.99 -6.20 -5.02
C -0.34 -5.60 -3.77
C 0.38 -4.32 -4.05
C 0.77 -3.97 -5.36
N 0.46 -4.79 -6.42
C -0.05 -6.13 -6.21
C 1.05 -4.58 -7.73
C 1.20 -3.11 -8.05
C 1.93 -2.36 -6.93
C 1.45 -2.75 -5.56
C 1.60 -1.89 -4.46
N 1.04 -2.15 -3.27
C 0.61 -3.40 -3.03
H -1.27 -7.24 -4.85
H -1.91 -5.65 -5.25
H -1.12 -5.43 -3.02
H 0.35 -6.34 -3.34
H 0.79 -6.84 -6.06
H -0.57 -6.43 -7.14
H 2.03 -5.08 -7.79
H 0.39 -5.08 -8.46
H 1.74 -3.01 -9.00
H 0.21 -2.66 -8.20
H 3.01 -2.55 -7.02
H 1.79 -1.28 -7.08
H 2.13 -0.95 -4.57
H 0.34 -3.66 -2.00
*
```

Results of the Löwdin charge analysis, in e, for atoms 1 through 5: atom 1 (C): -0.08, atom 2 (C): -0.07, atom 3 (C): -0.02, atom 4 (C): -0.29, atom 5 (O): -0.21


(2)
The following is a quantum chemistry calculation of a single C5H8BN molecule, from the OMol25 dataset.

SMILES: CN1BC=CC=C1
Calculated total energy in Ha: -274.8829
E_LUMO in eV: 0.851
Energy above the lowest of the compared OMol25 structures with the same formula, charge and spin in kcal per mole: 23.7
Orbital gap in eV: 9.30

```
! RIJCOSX wB97M-V def2-TZVPD def2/J DEFGRID3
* xyz 0 1
B 0.05 -1.20 0.08
C 1.56 -1.18 0.06
C 2.20 0.03 0.01
C 1.33 1.19 -0.04
C -0.01 1.18 -0.16
C -2.38 0.04 0.01
N -0.59 -0.01 0.00
H -0.67 -2.22 0.19
H 2.09 -2.09 -0.03
H 3.18 0.20 0.05
H 1.84 2.17 -0.03
H -0.60 2.07 -0.14
H -2.96 0.87 -0.51
H -2.58 -0.93 -0.51
H -2.45 -0.13 1.02
*
```

Results of the Löwdin charge analysis, in e, for atoms 1 through 5: atom 1 (B): -0.36, atom 2 (C): -0.02, atom 3 (C): -0.07, atom 4 (C): -0.09, atom 5 (C): -0.14


(3)
The following is a quantum chemistry calculation of a single C5H7BrO molecule, from the OMol25 dataset.

Calculated total energy in Ha: -2843.7774
E_LUMO (spin up / spin down) in eV: 0.267 / 0.393
Energy above the lowest of the compared OMol25 structures with the same formula, charge and spin in kcal per mole: 101.2
Orbital gap (spin up / spin down) in eV: 8.13 / 8.54

```
! RIJCOSX wB97M-V def2-TZVPD def2/J DEFGRID3
* xyz 0 1
C -0.74 -0.46 -0.66
C -0.22 0.03 0.48
C -0.12 -0.23 -1.95
C 1.70 1.02 -1.01
C -0.29 0.04 1.91
O 1.29 0.07 -1.91
Br 1.02 2.76 -1.25
H -1.69 -0.96 -0.97
H -0.12 -1.21 -2.64
H -0.83 0.46 -2.57
H 2.72 0.94 -0.81
H 0.67 0.31 2.28
H -0.49 -0.87 2.31
H -1.13 0.71 2.30
*
```

Results of the Löwdin charge analysis, in e, for atoms 1 through 5: atom 1 (C): -0.15, atom 2 (C): -0.04, atom 3 (C): -0.28, atom 4 (C): -0.59, atom 5 (C): -0.11


Among the records above, which one has the lowest calculated total energy?
C56H53N2O6P2Pd


Which value of calculated total energy does entry 1 give?
-3537.1509 Ha


Repeat the third record exactly.
The following is a quantum chemistry calculation of a single C5H7BrO molecule, from the OMol25 dataset.

Calculated total energy in Ha: -2843.7774
E_LUMO (spin up / spin down) in eV: 0.267 / 0.393
Energy above the lowest of the compared OMol25 structures with the same formula, charge and spin in kcal per mole: 101.2
Orbital gap (spin up / spin down) in eV: 8.13 / 8.54

```
! RIJCOSX wB97M-V def2-TZVPD def2/J DEFGRID3
* xyz 0 1
C -0.74 -0.46 -0.66
C -0.22 0.03 0.48
C -0.12 -0.23 -1.95
C 1.70 1.02 -1.01
C -0.29 0.04 1.91
O 1.29 0.07 -1.91
Br 1.02 2.76 -1.25
H -1.69 -0.96 -0.97
H -0.12 -1.21 -2.64
H -0.83 0.46 -2.57
H 2.72 0.94 -0.81
H 0.67 0.31 2.28
H -0.49 -0.87 2.31
H -1.13 0.71 2.30
*
```

Results of the Löwdin charge analysis, in e, for atoms 1 through 5: atom 1 (C): -0.15, atom 2 (C): -0.04, atom 3 (C): -0.28, atom 4 (C): -0.59, atom 5 (C): -0.11